No. 1
ORCA calculation (the ωB97M-V functional and the def2-TZVPD basis) on a structure of composition C23H17Br2IN3OPd.

Last column: Löwdin charge in e.
Geometry (Å):
Pd: -0.078 -0.072 -0.054  0.72
O: 5.156 -2.635 1.921  0.13
C: 3.984 -2.128 1.543  -0.29
C: 2.789 -2.329 2.238  0.03
C: 1.642 -1.756 1.750  -0.14
N: 1.613 -1.009 0.633  -0.14
C: 2.765 -0.817 -0.016  -0.71
Br: 2.689 0.274 -1.553  0.82
C: 3.965 -1.351 0.386  -0.01
H: 5.078 -3.152 2.733  0.13
H: 2.753 -2.919 3.144  0.13
H: 0.695 -1.890 2.254  0.11
H: 4.873 -1.170 -0.170  0.13
C: -2.360 4.844 -1.195  -0.06
C: -3.443 3.987 -1.351  -0.06
C: -3.279 2.617 -1.249  -0.01
C: -2.008 2.117 -0.981  -0.26
C: -0.917 2.965 -0.821  -0.07
C: -1.096 4.334 -0.934  -0.07
N: -1.775 0.726 -0.853  -0.08
N: -2.661 -0.060 -1.245  0.12
C: -2.306 -1.395 -1.085  -0.28
C: -3.195 -2.388 -1.470  0.00
C: -2.824 -3.714 -1.308  -0.06
C: -1.580 -4.017 -0.776  -0.06
C: -0.689 -3.013 -0.390  -0.09
C: -1.041 -1.686 -0.535  -0.17
H: -2.505 5.912 -1.282  0.11
H: -4.425 4.393 -1.553  0.11
H: -4.119 1.948 -1.364  0.11
H: 0.070 2.561 -0.621  0.08
H: -0.250 4.998 -0.819  0.11
H: -4.153 -2.110 -1.886  0.12
H: -3.498 -4.506 -1.600  0.11
H: -1.285 -5.051 -0.659  0.11
H: 0.277 -3.301 0.003  0.09
Br: 1.641 2.256 5.273  0.72
C: 0.542 3.564 4.466  -0.74
C: 0.581 4.857 4.971  -0.12
C: -0.206 5.844 4.405  -0.06
C: -1.035 5.547 3.332  -0.07
C: -1.077 4.260 2.828  -0.15
C: -0.290 3.264 3.396  -0.71
I: -0.420 1.338 2.584  1.01
H: 1.228 5.080 5.807  0.11
H: -0.170 6.848 4.805  0.11
H: -1.653 6.316 2.889  0.11
H: -1.725 4.020 1.995  0.08

Output
- E_LUMO (eV) = -3.9
- gap between HOMO and LUMO (eV) = 7.5
- net charge = +1
- energy relative to the best compared isomer or geometry (same formula, charge and spin) (kJ/mol) = 0.0

No. 2
ORCA calculation (the ωB97M-V functional and the def2-TZVPD basis) on an isolated molecule of C23H17ClN4O7S in a non-equilibrium geometry.

Last column: Löwdin charge in e.
Geometry (Å):
C: 3.859 -0.365 -7.419  -0.09
O: 2.745 -1.148 -7.776  -0.08
C: 2.009 -1.722 -6.787  -0.28
C: 0.918 -2.487 -7.204  0.00
C: 0.110 -3.118 -6.285  -0.02
C: 0.363 -2.991 -4.921  -0.30
N: -0.477 -3.596 -3.978  -0.07
S: 0.096 -4.187 -2.530  0.66
O: -0.905 -5.090 -2.056  -0.27
O: 1.452 -4.631 -2.620  -0.26
C: 0.064 -2.724 -1.482  -0.26
C: 1.027 -2.591 -0.497  -0.03
C: 0.982 -1.518 0.375  0.03
C: -0.012 -0.550 0.238  -0.10
N: -0.139 0.490 1.153  -0.07
C: 0.818 1.085 1.897  0.05
C: 0.186 2.017 2.696  -0.11
C: 0.858 2.954 3.603  -0.28
O: 1.993 3.346 3.337  0.08
C: 0.132 3.425 4.787  -0.07
C: -0.984 2.747 5.289  -0.06
C: -1.663 3.238 6.381  -0.67
Cl: -3.034 2.379 6.994  0.67
C: -1.257 4.418 7.001  -0.08
C: -0.144 5.079 6.539  0.01
C: 0.586 4.589 5.450  -0.25
O: 1.679 5.251 5.075  0.09
C: -1.184 1.912 2.334  -0.06
N: -1.351 1.002 1.413  0.12
C: -0.947 -0.676 -0.796  -0.06
N: -1.903 0.386 -1.087  -0.38
O: -3.051 0.066 -1.244  0.12
O: -1.437 1.490 -1.238  0.10
C: -0.929 -1.779 -1.636  0.04
C: 1.441 -2.226 -4.503  -0.02
C: 2.263 -1.600 -5.426  0.00
H: 4.286 -0.017 -8.359  0.09
H: 3.566 0.498 -6.814  0.10
H: 4.608 -0.953 -6.878  0.10
H: 0.730 -2.578 -8.262  0.12
H: -0.728 -3.711 -6.620  0.11
H: -1.218 -4.166 -4.358  0.12
H: 1.795 -3.344 -0.422  0.12
H: 1.702 -1.437 1.173  0.12
H: 1.857 0.842 1.821  0.14
H: -1.299 1.819 4.839  0.11
H: -1.807 4.796 7.848  0.11
H: 0.205 5.982 7.015  0.12
H: 2.115 4.747 4.346  0.09
H: -2.017 2.485 2.686  0.13
H: -1.669 -1.882 -2.414  0.14
H: 1.651 -2.131 -3.449  0.10
H: 3.097 -1.020 -5.065  0.11

Output
- SMILES = COc1ccc(NS(=O)(=O)c2ccc(-n3cc(C(=O)c4cc(Cl)ccc4O)cn3)c([N+](=O)[O-])c2)cc1
- E_LUMO (eV) = -0.8
- gap between HOMO and LUMO (eV) = 7.6
- net charge = 0

No. 3
ORCA calculation (the ωB97M-V functional and the def2-TZVPD basis) on a structure of composition C23H17FFeO7S2 in a non-equilibrium geometry.

Last column: Mulliken spin population.
Geometry (Å):
F: -0.663 1.561 2.454  0.02
C: 0.019 0.872 1.482  0.49
S: 1.809 1.340 1.551  0.00
C: 2.810 -0.084 1.967  0.01
C: 3.415 -0.804 0.936  0.00
C: 4.231 -1.889 1.260  0.00
C: 4.465 -2.225 2.594  0.00
C: 3.912 -1.442 3.611  0.00
C: 3.097 -0.357 3.302  0.00
O: 2.148 1.616 0.169  0.01
O: 2.000 2.334 2.582  0.01
S: -0.242 -0.914 1.623  0.00
C: -1.969 -1.030 2.067  -0.01
C: -2.330 -2.123 2.869  0.00
C: -3.588 -2.143 3.464  0.00
C: -4.470 -1.082 3.260  0.00
C: -4.115 -0.006 2.434  0.00
C: -2.859 0.008 1.820  0.01
O: 0.005 -1.443 0.298  0.00
O: 0.438 -1.473 2.769  0.03
H: 3.213 -0.537 -0.099  0.00
H: 4.676 -2.464 0.453  0.00
H: 5.093 -3.084 2.842  0.00
H: 4.101 -1.673 4.657  0.00
H: 2.654 0.262 4.080  0.00
H: -1.615 -2.920 3.043  0.00
H: -3.849 -2.994 4.104  0.00
H: -5.441 -1.078 3.759  0.00
H: -4.797 0.830 2.277  0.00
H: -2.551 0.833 1.177  0.00
O: 0.639 0.205 -7.122  0.02
C: 0.185 0.558 -6.109  -0.04
Fe: -0.365 0.377 -4.467  1.58
C: -1.038 -1.254 -4.629  -0.02
O: -1.163 -2.410 -4.701  0.02
C: 1.142 -0.243 -3.823  0.01
O: 2.081 -0.915 -3.680  0.01
C: -0.649 1.503 -0.859  0.31
C: 0.125 2.524 -1.401  0.16
C: 0.456 2.752 -2.731  0.52
C: -0.287 2.444 -3.898  -0.12
C: -1.601 1.886 -3.881  0.32
C: -1.934 0.866 -2.952  -0.01
C: -1.500 0.714 -1.595  0.38
H: -0.481 1.262 0.367  0.21
H: 0.569 3.213 -0.686  0.01
H: 1.367 3.337 -2.900  0.01
H: 0.020 2.975 -4.814  0.00
H: -2.348 2.200 -4.621  -0.01
H: -2.823 0.251 -3.206  0.01
H: -1.989 -0.133 -1.099  0.05

Output
- E_LUMO (alpha / beta) (eV) = 0.0 / -1.9
- gap between HOMO and LUMO (alpha / beta) (eV) = 6.1 / 7.0
- net charge = 0
- spin multiplicity = 5

No. 4
ORCA calculation (the ωB97M-V functional and the def2-TZVPD basis) on a structure of composition C23H17IrN3O4.

Last column: Löwdin charge in e.
Geometry (Å):
Ir: -0.359 -0.560 -0.163  1.53
C: 0.177 -0.482 2.793  0.00
O: -0.902 -0.254 1.842  -0.29
C: -1.504 1.021 1.958  -0.22
C: -2.332 1.328 3.011  0.02
C: -2.874 2.607 3.051  -0.03
C: -2.589 3.533 2.053  -0.04
C: -1.759 3.203 0.993  0.01
C: -1.210 1.932 0.949  -0.16
N: -0.395 1.432 -0.119  -0.10
N: 0.187 2.274 -0.848  0.14
C: 0.993 1.867 -1.890  -0.12
C: 1.433 0.555 -2.127  -0.27
O: 1.104 -0.510 -1.371  -0.24
C: 2.321 0.279 -3.183  0.01
C: 2.737 1.281 -4.006  0.02
C: 2.315 2.622 -3.822  -0.16
C: 2.753 3.649 -4.688  -0.02
C: 2.347 4.938 -4.495  -0.06
C: 1.485 5.246 -3.425  -0.05
C: 1.042 4.270 -2.573  -0.02
C: 1.448 2.931 -2.753  -0.09
H: -0.249 -0.459 3.792  0.11
H: 0.938 0.288 2.675  0.11
H: 0.579 -1.466 2.571  0.09
H: -2.562 0.592 3.769  0.14
H: -3.535 2.876 3.863  0.12
H: -3.035 4.517 2.093  0.12
H: -1.549 3.903 0.196  0.12
H: 2.646 -0.743 -3.318  0.13
H: 3.410 1.057 -4.825  0.13
H: 3.415 3.394 -5.506  0.12
H: 2.682 5.723 -5.159  0.11
H: 1.167 6.269 -3.275  0.11
H: 0.381 4.520 -1.758  0.10
O: -3.856 -2.478 0.243  0.14
C: -2.721 -2.142 0.046  -0.54
O: -2.325 -0.895 -0.118  -0.15
C: -1.601 -3.149 -0.042  -0.16
C: -1.818 -4.510 0.004  0.04
C: -0.729 -5.355 -0.141  -0.01
C: 0.533 -4.811 -0.335  -0.02
C: 0.677 -3.437 -0.366  -0.09
N: -0.377 -2.630 -0.212  -0.06
H: -2.828 -4.867 0.142  0.14
H: -0.861 -6.428 -0.111  0.12
H: 1.402 -5.440 -0.462  0.12
H: 1.632 -2.954 -0.519  0.12

Output
- E_LUMO (eV) = -4.3
- gap between HOMO and LUMO (eV) = 6.8
- net charge = +1
- energy relative to the best compared isomer or geometry (same formula, charge and spin) (kJ/mol) = 13.6

Record order is preserved below.
DFT total energy: -6699.53589; -2490.63511; -3572.95535; -1455.99883 Eh